Here is 13 unconnected molecules or ions with the total composition C39H66O39 at a distorted geometry from the OMol25 dataset. Energies are from ωB97M-V/def2-TZVPD.

The value obtained for the frontier orbital gap is 10.71 eV. The HOMO energy is -10.643 eV. The calculated total energy is -4459.88397 Eh.

```
144
C39H66O39 ωB97M-V/def2-TZVPD
C 1.4554 -1.8376 7.6764
C 0.2816 -2.3040 6.8422
O -0.6341 -2.7645 7.8391
C 0.0157 -3.0857 8.9570
O -0.3990 -3.6791 9.9383
O 1.3103 -2.4897 8.8979
H 1.3682 -0.7654 7.8522
H 2.4368 -2.1272 7.3008
H 0.5418 -3.0634 6.1049
H -0.2263 -1.5253 6.2732
C 7.3375 -4.1317 3.7436
C 7.3970 -4.8289 2.3929
O 6.0951 -4.6659 1.8663
C 5.3856 -3.9024 2.6341
O 4.2548 -3.4943 2.3330
O 5.9985 -3.7459 3.8070
H 7.9848 -3.2600 3.8402
H 7.6263 -4.8654 4.4963
H 7.6529 -5.8801 2.5253
H 8.1569 -4.4228 1.7253
C -4.1307 -10.0174 -1.3938
C -5.1581 -9.3198 -2.2234
O -4.7220 -7.9538 -2.1797
C -3.8248 -7.8341 -1.2259
O -3.2999 -6.7976 -0.7982
O -3.5609 -9.0118 -0.6672
H -3.2944 -10.4707 -1.9258
H -4.5770 -10.6574 -0.6326
H -6.1382 -9.5782 -1.8225
H -5.1071 -9.7651 -3.2169
C -1.7361 -0.6671 1.1176
C -1.3320 -0.2552 -0.2552
O -0.5068 0.8928 -0.0028
C -0.8028 1.3744 1.1992
O -0.3283 2.4139 1.6304
O -1.6596 0.5458 1.8119
H -1.0184 -1.4248 1.4323
H -2.7477 -1.0691 1.1747
H -2.2178 -0.0633 -0.8607
H -0.8758 -1.1518 -0.6749
C -9.0670 -1.2023 -4.0745
C -8.1495 -0.0606 -4.0690
O -7.7695 -0.0657 -2.6769
C -7.9997 -1.2888 -2.1569
O -7.6600 -1.5866 -1.0300
O -8.6296 -2.0278 -3.0642
H -9.2192 -1.6229 -5.0685
H -10.0751 -0.8969 -3.7943
H -8.5842 0.9138 -4.2918
H -7.3775 -0.2202 -4.8218
C 6.6337 2.7295 4.8463
C 5.4948 2.6856 3.9315
O 5.8871 1.7856 2.9066
C 7.2410 1.6772 2.9010
O 7.9755 1.1466 2.0273
O 7.6919 2.3554 3.9217
H 6.5652 1.9793 5.6340
H 6.7817 3.7336 5.2436
H 5.3436 3.6896 3.5351
H 4.6787 2.1772 4.4450
C 2.3036 13.4395 1.8199
O 3.0399 12.3231 1.4097
C 2.4594 11.1556 1.3838
O 1.2533 10.9121 1.4642
O 3.4257 10.2009 1.0976
C 3.0837 8.7878 0.8369
H 1.8719 13.9353 0.9505
H 3.0675 14.1589 2.1151
H 1.6355 13.3813 2.6792
H 2.7012 8.3279 1.7481
H 3.9826 8.3376 0.4157
H 2.4387 8.6158 -0.0248
C 7.4396 -4.8149 -4.3497
O 6.1353 -4.7392 -3.9035
C 5.5656 -5.7252 -3.2840
O 6.0723 -6.7614 -2.7906
O 4.2506 -5.3654 -3.3428
C 3.2138 -6.0327 -2.6735
H 7.8254 -3.8198 -4.5710
H 7.3582 -5.3605 -5.2898
H 8.1296 -5.3122 -3.6680
H 3.3491 -7.1059 -2.8082
H 2.2432 -5.6052 -2.9249
H 3.2565 -5.9055 -1.5918
C 0.0696 -0.9910 -6.9930
O -0.3495 -2.3559 -7.0822
C 0.3402 -3.2114 -7.8581
O 1.2788 -2.8553 -8.5610
O 0.0190 -4.4779 -7.5213
C 0.7527 -5.5438 -8.0056
H -0.1051 -0.4170 -7.9029
H 1.1279 -0.9419 -6.7366
H -0.5181 -0.5411 -6.1928
H 0.3279 -6.5097 -7.7322
H 1.7301 -5.5031 -7.5248
H 0.8666 -5.4108 -9.0814
C -5.5694 -10.2671 5.8501
O -5.7653 -8.9747 5.3328
C -6.6003 -8.7896 4.3132
O -7.4833 -9.5473 3.9081
O -6.4586 -7.5731 3.8562
C -5.5852 -6.5639 4.3650
H -6.2465 -10.4249 6.6895
H -4.5522 -10.3447 6.2340
H -5.8493 -10.9944 5.0880
H -5.8656 -5.6009 3.9382
H -4.5703 -6.7929 4.0398
H -5.5085 -6.5888 5.4520
C -0.4103 5.2186 -3.7592
O -1.5760 5.7372 -3.1396
C -2.8102 5.2111 -3.4223
O -3.0222 4.2516 -4.1833
O -3.7541 5.9028 -2.7858
C -5.1765 5.7197 -3.0615
H -0.6814 4.8590 -4.7518
H 0.1502 4.4936 -3.1690
H 0.2839 6.0419 -3.9275
H -5.7148 6.0050 -2.1577
H -5.5545 4.7066 -3.1994
H -5.5074 6.3430 -3.8922
C 7.9135 5.8046 -3.2382
O 6.8784 4.8754 -3.0587
C 7.0744 3.5295 -3.2084
O 8.1824 2.9922 -3.4955
O 5.9657 2.8094 -2.8257
C 5.9464 1.4313 -2.7615
H 8.0911 6.4051 -2.3460
H 7.6458 6.4387 -4.0834
H 8.8413 5.2817 -3.4706
H 4.9213 1.0917 -2.6135
H 6.6120 0.8996 -2.0814
H 6.2367 1.1060 -3.7605
C -4.2686 8.4161 2.7769
O -5.5812 8.5481 2.2472
C -6.5174 9.3008 2.8371
O -6.4038 10.0833 3.7556
O -7.7111 8.8491 2.3725
C -8.8764 9.4674 2.7508
H -3.9886 9.3687 3.2266
H -3.6063 8.1320 1.9591
H -4.3393 7.6123 3.5097
H -8.8241 10.5504 2.6390
H -9.1155 9.3244 3.8046
H -9.6540 9.1330 2.0640
```